DFT (the ωB97M-V functional and the def2-TZVPD basis) results for a molecular structure, C32H45N4O8S2.

Atoms and positions in Å:
S 7.07858 -0.35835 0.17645
S 5.41193 -1.74649 -1.58334
O 3.47055 1.28358 6.66924
O -7.44398 1.74367 -2.57092
O 3.29316 0.04848 4.91341
O -6.07656 1.00134 -1.08522
O 5.85720 -1.35365 -2.90297
O 5.76557 -3.08402 -1.15136
O 8.06999 0.14755 -0.74762
O 7.51166 -1.36886 1.11809
N -6.91130 1.78788 -1.48101
N 5.65436 -0.63347 -0.46066
N 3.74262 0.29975 6.01037
N 5.87678 3.19604 2.77810
C -8.01414 4.91617 1.12064
C 6.44910 3.36638 1.59279
C 6.82756 2.32618 0.76005
C -2.74708 -1.97662 -0.74818
C 2.93429 -2.50513 -0.54294
C 6.54755 -2.42053 7.59327
C -1.69283 -3.02489 -1.11304
C 0.47400 -2.61307 0.20186
C -0.81769 -3.42808 0.08460
C -6.67689 2.97220 0.65908
C -2.69416 -0.34596 -5.16253
C 3.62644 -1.67120 -1.61520
C 6.02799 -2.62397 6.32214
C -2.43851 -0.88721 -3.75378
C -7.29827 2.88213 -0.57210
C 5.98682 0.83750 2.39652
C 6.58867 1.03906 1.17622
C 5.21624 -0.43355 7.84067
C -8.26480 3.78010 -0.98365
C -4.03665 0.36892 -5.37517
C -2.78231 2.52899 -2.92264
C 1.48718 -2.88951 -0.91308
C -3.85104 -1.73562 -1.79553
C -3.45336 -1.93133 -3.25847
C 4.71063 -0.66025 6.57459
C 5.09737 -1.73905 5.80156
C -7.04290 4.00323 1.50940
C 5.65357 1.94064 3.15508
C -4.13347 2.26822 -3.61641
C 6.14154 -1.32944 8.35104
C -4.02667 1.87912 -5.10266
C -8.62263 4.80513 -0.12274
H 3.32860 -0.62480 -1.56408
H -6.56669 4.09329 2.47590
H -8.72224 3.67758 -1.95597
H -5.92230 2.25339 0.94062
H -2.24797 -1.03115 -0.51229
H -9.37687 5.51860 -0.42501
H -4.81273 -0.07385 -4.74309
H 3.37877 -2.04426 -2.61482
H -4.19287 -0.69904 -1.70552
H -2.58306 -1.16647 -5.87835
H -4.74557 3.16931 -3.53812
H -1.40035 -3.30505 1.00325
H 7.27892 -3.11106 7.99221
H 5.19622 1.79491 4.12709
H -2.39211 -0.06101 -3.03835
H 4.69030 -1.87410 4.81071
H -4.36817 -1.87753 -3.85500
H -1.44164 -1.33805 -3.74620
H 6.62765 4.39161 1.28383
H -2.60161 3.59312 -2.77716
H -3.22117 -2.30198 0.18353
H 1.18874 -2.33845 -1.80975
H -0.55727 -4.48880 0.01501
H -1.96256 2.10957 -3.50924
H 0.93425 -2.81558 1.17282
H 4.89421 0.42656 8.40784
H 6.35308 -3.46616 5.72739
H -4.72169 -2.35114 -1.55153
H -3.05159 -2.93484 -3.42032
H 3.53396 -3.40108 -0.38720
H -1.89847 0.36780 -5.40408
H -3.13179 2.33490 -5.53922
H 2.92935 -1.95484 0.40059
H -1.05503 -2.63016 -1.90726
H 1.43843 -3.95235 -1.16977
H 6.55172 -1.17019 9.33899
H -2.73647 2.03816 -1.94778
H 7.30987 2.50868 -0.19099
H -4.66238 1.46325 -3.10317
H -2.19981 -3.91011 -1.50878
H -8.29713 5.71854 1.78903
H -4.36273 0.20654 -6.40620
H -4.88052 2.30746 -5.63670
H 5.79030 -0.16531 2.75040
H 0.21227 -1.54798 0.20278

Results
Charge: -1
HOMO level (eV): -5.524
Electronic energy (Ha): -2863.5377
Gap between HOMO and LUMO (eV): 6.07

DFT (the ωB97M-V functional and the def2-TZVPD basis) results for C2H4N6 in the gas phase in a non-equilibrium geometry.

Atoms and positions in Å:
N -0.96570 -0.09933 1.91955
N -1.30624 0.44580 0.80349
N -0.55134 1.34110 -0.88832
N 0.45261 -1.53432 0.82479
N 0.32944 1.39416 -1.92248
N -0.17158 -1.05319 1.95939
C 0.23827 -0.95206 -0.28202
C -0.54373 0.23396 -0.21719
H 0.66224 -1.63793 -1.17049
H 0.09593 -1.40415 3.11063
H 1.28806 0.84148 -1.81384
H 0.47206 2.42449 -2.32353

Results
SMILES: N/N=c1\cn[nH]nn1
HOMO level (eV): -7.522
ΔE to the lowest compared entry with this formula, charge and spin (eV): 5.302
Electronic energy (Ha): -406.9221
Gap between HOMO and LUMO (eV): 7.72

DFT (the ωB97M-V functional and the def2-TZVPD basis) results for a molecular structure, C44H42O6P2Y in a non-equilibrium geometry.

Atoms and positions in Å:
Y 0.76037 -0.35643 -0.58789
P -1.79477 -2.18217 -0.22259
P 1.30600 2.57791 0.05122
O 2.83310 0.27306 -0.97684
O 4.35559 -0.22654 0.56067
O 1.33734 -1.69313 -2.50794
O -1.04110 0.24579 -1.78714
O 1.75749 -2.42421 0.05753
O 0.76809 -0.74644 1.74493
C -3.08430 -4.52786 -1.20958
C -4.52961 -1.41604 0.01821
C 0.90692 4.19572 3.82660
C -5.26681 0.86071 -0.20266
C 1.91637 -1.45998 2.23815
C 5.41742 2.42582 0.12986
C -0.28695 5.03893 -3.50776
C -3.96681 1.27635 -0.44599
C -1.33304 -4.30521 1.52771
C 0.62739 3.60832 -1.29968
C 2.07154 -1.06262 -3.56751
C -1.77064 -4.25930 3.89093
C -1.92511 -3.04934 1.37897
C -0.47107 4.26400 3.95507
C -2.42587 -2.40225 2.50676
C -2.35092 -3.00666 3.75538
C -3.21755 -1.01878 -0.22436
C -1.28502 3.86972 2.89774
C 0.67715 3.34890 1.58251
C -2.28558 -3.41970 -1.47744
C -3.02214 -5.15287 -3.53169
C 0.42032 3.85630 -3.69530
C -0.52936 5.50459 -2.22559
C 0.86810 3.14693 -2.59669
C 3.75774 0.59979 -0.11216
C -1.49786 0.57634 -0.64784
C -5.55250 -0.48214 0.02795
C 0.17094 0.14468 2.69988
C -0.07225 4.79389 -1.12122
C 1.48181 3.74195 2.64430
C -3.44581 -5.39290 -2.23263
C 2.01540 -2.73382 1.43690
C -1.26261 -4.91020 2.77316
C 3.08003 3.03904 0.02022
C -2.23596 -4.04224 -3.81132
C 2.59421 -3.02771 -0.93618
C 5.76617 3.76330 0.18632
C 4.08087 2.05978 0.01977
C 4.78199 4.74476 0.14932
C -2.94960 0.33412 -0.47789
C -0.71349 3.40680 1.72459
C 1.77175 -3.02882 -2.19911
C 3.44675 4.38358 0.07794
C -1.86750 -3.18232 -2.78836
H 2.82749 -4.05764 -0.65703
H 2.67842 5.14771 0.07111
H -1.26708 -2.30426 -3.00221
H -2.36194 3.92147 2.99317
H 1.63194 -0.07937 -3.72076
H -6.06863 1.58758 -0.19507
H -4.06396 -6.25482 -2.01788
H 1.77142 -1.68623 3.29623
H 3.51005 -2.43833 -1.02300
H -0.64414 0.65236 2.19200
H 2.33991 -3.43553 -3.03640
H 0.86646 -3.62053 -2.05383
H -3.30924 -5.82694 -4.32791
H 6.17078 1.65026 0.15705
H 1.26577 -3.45989 1.75617
H -0.64588 5.59684 -4.36246
H 3.11995 -0.95137 -3.29240
H -0.91231 4.62578 4.87442
H -4.74334 -2.46344 0.19897
H -0.20926 -0.44132 3.53845
H 5.05588 5.79100 0.18362
H -3.42059 -4.72298 -0.19912
H -1.34772 3.07821 0.90798
H 0.61630 3.49630 -4.69674
H 2.80565 -0.84311 2.10394
H -0.93687 -4.81534 0.65639
H 2.55997 3.69485 2.55708
H -1.91607 -3.84775 -4.82677
H -2.88592 -1.42643 2.40566
H -3.75117 2.32143 -0.63148
H -6.57100 -0.79429 0.21426
H -0.26283 5.16980 -0.12355
H 1.44097 2.23354 -2.72550
H 1.54315 4.50135 4.64696
H -0.81783 -5.89174 2.87518
H -1.71919 -4.73248 4.86262
H 3.01843 -3.14925 1.54143
H 1.96494 -1.65022 -4.47954
H -1.07332 6.42848 -2.07837
H 6.80744 4.04967 0.25461
H -2.75348 -2.50280 4.62472
H 0.90021 0.87803 3.04877

Results
Charge: +1
HOMO level (eV): -10.200
ΔE to the lowest compared entry with this formula, charge and spin (eV): 0.324
Electronic energy (Ha): -2874.2817
Gap between HOMO and LUMO (eV): 8.20

DFT (the ωB97M-V functional and the def2-TZVPD basis) results for a molecular structure, C11H4BrCl5NReSbSe4 in a non-equilibrium geometry.

Atoms and positions in Å:
Re -0.49844 -0.34922 0.38270
Sb -0.80244 -4.19612 -0.63758
Br 0.55999 0.81190 3.64210
Se -1.46199 -2.07629 1.42304
Se -2.88674 -4.42962 -1.71285
Se 0.20148 -1.36421 -1.50282
Se 1.14229 -5.14472 0.24301
Cl -4.31745 1.00951 -3.90676
Cl -2.07955 -0.95781 -2.98260
Cl -1.16990 1.74683 1.32246
Cl -5.05827 3.44685 -2.13136
Cl -3.45464 4.01927 0.52334
N 1.53560 -0.61515 1.44627
C -3.86899 2.37861 -1.62191
C -3.54066 1.25524 -2.42103
C -1.97584 0.52354 -0.73921
C -2.58109 0.35246 -1.98059
C -3.18449 2.63522 -0.41133
C 4.03225 -1.07427 2.62154
C 2.48999 -1.37090 0.83794
C -2.27578 1.68701 -0.04525
C 3.72010 -1.62819 1.38705
C 1.85615 -0.11177 2.65756
C 3.08105 -0.30438 3.26520
H 2.25980 -1.75802 -0.14099
H 3.27503 0.14002 4.23140
H 4.42641 -2.24321 0.84677
H 5.00032 -1.23994 3.07765

Results
Charge: +3
HOMO level (spin up / spin down) (eV): -17.780 / -17.789
ΔE to the lowest compared entry with this formula, charge and spin (eV): 1.325
Electronic energy (Ha): -15274.3939
Gap between HOMO and LUMO (spin up / spin down) (eV): 4.72 / 4.72

DFT (the ωB97M-V functional and the def2-TZVPD basis) results for C2H3N3O in the gas phase in a non-equilibrium geometry.

Atoms and positions in Å:
O 0.68789 -0.73664 1.71753
N 0.44221 -0.11767 0.46045
N -0.07875 0.13392 -1.47854
N -0.63771 0.69744 0.61131
C 0.82308 -0.38224 -0.69469
C -0.95516 0.74335 -0.71775
H 0.06322 -0.02161 2.25445
H -1.89874 0.91379 -1.24410
H 1.55397 -1.23034 -0.90867

Results
SMILES: On1cncn1
HOMO level (eV): -10.242
ΔE to the lowest compared entry with this formula, charge and spin (eV): 3.777
Electronic energy (Ha): -317.3935
Gap between HOMO and LUMO (eV): 11.18

DFT (the ωB97M-V functional and the def2-TZVPD basis) results for 2 unconnected molecules or ions with the total composition CH8N2 in a non-equilibrium geometry.

Atoms and positions in Å:
N 1.75290 1.03093 0.21738
N -3.64997 -0.90735 -1.75078
C 2.36998 0.36040 1.38239
H 1.18277 0.50066 -0.41455
H 1.53254 1.96455 0.50405
H 3.11120 -0.36456 1.03438
H -3.87483 -0.96443 -0.76695
H -2.66740 -1.11110 -1.88948
H 2.84215 1.19037 1.91942
H 1.62851 -0.12978 2.01120
H -4.22784 -1.56969 -2.24705

Results
SMILES: CN.N
HOMO level (eV): -8.823
ΔE to the lowest compared entry with this formula, charge and spin (eV): 0.276
Electronic energy (Ha): -152.3796
Gap between HOMO and LUMO (eV): 9.78

DFT (the ωB97M-V functional and the def2-TZVPD basis) results for C6H8O2 in the gas phase in a non-equilibrium geometry.

Atoms and positions in Å:
O -2.62687 1.33179 -0.57625
O -3.07678 -0.76316 0.37648
C -2.30220 0.19357 -0.36142
C 2.80789 0.02615 -0.70240
C 0.88396 0.84090 1.00877
C 1.58779 -0.08662 -0.00632
C -0.94419 -0.54177 -0.61718
C 0.22400 -0.43896 0.51147
H -0.34886 0.05479 -1.33088
H -0.85301 -1.65673 -0.98816
H -3.80236 -0.16434 0.58771
H 3.23908 -0.94833 -1.20603
H 3.56382 0.86568 -0.61325
H 0.44063 1.74045 0.64794
H 1.11932 0.65809 1.97503
H 0.08779 -1.11153 1.29450

Results
SMILES: C=C1C[C@H]1CC(=O)O
HOMO level (eV): -9.539
ΔE to the lowest compared entry with this formula, charge and spin (eV): 3.609
Electronic energy (Ha): -383.7775
Gap between HOMO and LUMO (eV): 10.29

DFT (the ωB97M-V functional and the def2-TZVPD basis) results for C17H27NO2 in the gas phase in a non-equilibrium geometry.

Atoms and positions in Å:
O 2.40024 -0.68179 5.46568
O 3.34655 1.67337 6.21965
N 4.21800 1.90438 5.15416
C -3.39674 0.97799 -2.46800
C 0.43595 1.19733 2.34864
C -4.87903 -1.11924 -3.08804
C 2.51215 0.90004 3.63989
C 1.81906 -0.10798 4.45610
C 1.70877 1.52166 2.57840
C -1.94824 1.39773 -0.54812
C -2.13081 0.54193 -1.69906
C 0.45537 -0.37707 4.18763
C -0.25900 0.25950 3.19477
C -3.89613 -0.05556 -3.53275
C -0.80998 0.74295 0.23930
C -4.50004 0.76321 -4.70907
C -2.68696 -0.96731 -4.02841
C 4.79584 1.17760 2.87820
C 3.84921 1.33919 4.01507
C -0.31284 1.85099 1.18188
H 4.46736 0.51949 2.12544
H -3.06441 1.86287 -2.87571
H -1.66203 2.31660 -1.07987
H -0.20483 -0.96105 4.78048
H 5.61567 0.62838 3.27146
H -2.96008 1.36655 -0.02729
H -1.37198 0.71650 -2.35174
H 0.31199 2.60761 0.75109
H -1.70611 -0.45773 -4.28926
H -4.19275 1.09338 -1.73924
H -1.20169 2.46397 1.54174
H -4.04550 1.71155 -4.93704
H 0.11826 0.37913 -0.28119
H -4.66617 0.19845 -5.58845
H -5.53397 0.92521 -4.48568
H 5.13505 2.14724 2.36696
H -2.82272 -1.51806 -4.94295
H -1.24854 -0.13698 0.77037
H -2.37813 -1.67672 -3.19835
H -4.52091 -1.70542 -2.22438
H 3.25984 2.39069 6.87472
H -5.80560 -0.59010 -2.68662
H -2.24751 -0.49659 -1.42311
H -5.22924 -1.76811 -3.87993
H -1.30685 0.03593 2.96184
H 3.24825 -0.22919 5.69524
H 2.19827 2.25586 1.99443

Results
SMILES: C/C(=N/O)c1cc(CCCCCC(C)(C)C)ccc1O
HOMO level (eV): -7.970
ΔE to the lowest compared entry with this formula, charge and spin (eV): 5.286
Electronic energy (Ha): -869.0452
Gap between HOMO and LUMO (eV): 8.72